Entry 1:
10
Properties=species:S:1:pos:R:3:lowdin_charge:R:1 method="wB97M-V/def2-TZVPD" spin_multiplicity=1 total_charge=0 homo_ha=-0.3904 relative_energy_kcal_mol=111.09 gap_ev=10.7 fmax_ev_per_a=3.5 total_energy_ha=-392.61651
C 0.905 -1.261 -0.710 -0.16
C 0.834 -0.300 0.346 -0.33
N 1.167 -1.961 -1.565 0.19
N 0.839 -0.785 1.625 0.11
N 2.027 0.770 0.089 -0.37
O 3.142 0.344 0.182 0.11
O 1.566 1.847 -0.108 0.09
H 0.044 0.449 0.123 0.16
H 0.247 -0.080 2.050 0.10
H 1.610 -0.954 2.222 0.10



Entry 2:
14
Properties=species:S:1:pos:R:3:lowdin_charge:R:1 method="wB97M-V/def2-TZVPD" spin_multiplicity=1 total_charge=0 homo_ha=-0.3108 relative_energy_kcal_mol=78.82 gap_ev=9.4 fmax_ev_per_a=0.5 total_energy_ha=-270.43229
O -2.117 1.103 0.476 0.00
C -2.071 -0.156 0.872 -0.07
C -0.640 -0.613 0.785 -0.21
C 0.415 0.283 0.173 -0.33
C 1.702 -0.346 -0.277 -0.13
C 0.731 0.189 -1.293 -0.12
H -3.041 1.375 0.556 0.10
H -0.376 -0.866 1.825 0.12
H -0.665 -1.588 0.277 0.12
H 0.478 1.277 0.609 0.13
H 2.634 0.189 -0.113 0.10
H 1.780 -1.426 -0.174 0.10
H 0.999 1.100 -1.821 0.10
H 0.171 -0.523 -1.895 0.10



Entry 3:
68
Properties=species:S:1:pos:R:3:lowdin_charge:R:1 method="wB97M-V/def2-TZVPD" spin_multiplicity=1 total_charge=+1 homo_ha=-0.3977 relative_energy_kcal_mol=0.00 gap_ev=7.2 fmax_ev_per_a=3.7 total_energy_ha=-6609.92223
C -1.255 -2.183 2.065 -0.14
C -0.591 -3.164 1.265 -0.12
C 0.775 -3.241 1.672 -0.14
H -1.058 -3.763 0.479 0.13
C 0.955 -2.357 2.778 -0.20
C -0.315 -1.706 3.030 -0.20
H -0.521 -1.055 3.878 0.12
H -2.316 -1.920 2.029 0.13
H 1.523 -3.914 1.255 0.12
H 1.868 -2.266 3.365 0.12
Sc 0.570 -0.915 1.044 0.72
C 0.865 -0.303 -1.626 -0.19
H 1.555 -0.612 -0.802 0.00
H 0.891 0.781 -1.671 -0.02
H 1.331 -0.689 -2.535 0.06
Si -0.886 -1.259 -1.784 0.60
C -2.288 -0.933 -3.061 -0.30
C -3.517 -1.484 -2.624 -0.16
H -3.543 -2.278 -1.860 0.10
C -4.728 -0.915 -3.016 -0.08
H -5.626 -1.195 -2.469 0.11
C -4.755 0.039 -4.040 -0.08
H -5.705 0.473 -4.351 0.11
C -3.546 0.378 -4.660 -0.09
H -3.565 1.083 -5.485 0.10
C -2.309 -0.094 -4.181 -0.09
H -1.373 0.224 -4.642 0.10
C -0.330 -3.021 -2.298 -0.26
C -1.251 -3.916 -2.835 -0.09
H -2.187 -3.540 -3.225 0.09
C -1.038 -5.293 -2.759 -0.07
H -1.806 -5.956 -3.122 0.10
C 0.123 -5.811 -2.188 -0.08
H 0.266 -6.886 -2.097 0.11
C 1.109 -4.922 -1.765 -0.09
H 2.026 -5.301 -1.309 0.11
C 0.904 -3.545 -1.852 -0.13
H 1.682 -2.902 -1.425 0.09
H -0.086 -1.792 -0.439 -0.07
H -1.990 -1.175 -0.756 0.03
C -0.733 1.281 1.781 -0.26
As 1.244 1.530 1.906 1.16
C 1.819 0.998 3.704 -0.26
C 1.119 3.459 2.295 -0.40
C 0.380 3.839 3.423 -0.12
C 0.240 5.189 3.750 -0.06
C 0.825 6.166 2.942 -0.06
C 1.562 5.795 1.813 -0.12
C 1.724 4.441 1.487 -0.43
As 2.934 4.120 -0.048 1.18
C 4.160 2.837 0.807 -0.34
C 1.833 2.865 -1.112 -0.38
H -1.043 0.433 1.131 -0.01
H -1.083 2.200 1.300 0.06
H -1.186 1.185 2.772 0.05
H 2.869 1.300 3.753 0.04
H 1.235 1.531 4.453 0.03
H 1.746 -0.083 3.843 0.00
H -0.085 3.076 4.057 0.10
H -0.324 5.473 4.641 0.12
H 0.714 7.222 3.199 0.12
H 2.026 6.557 1.187 0.09
H 3.803 2.584 1.812 -0.02
H 4.299 1.946 0.184 0.02
H 5.102 3.398 0.871 0.02
H 2.250 1.857 -1.000 -0.02
H 0.789 2.930 -0.779 0.02
H 1.920 3.200 -2.156 0.03



Entry 4:
18
Properties=species:S:1:pos:R:3:lowdin_charge:R:1 method="wB97M-V/def2-TZVPD" spin_multiplicity=1 total_charge=-1 homo_ha=-0.1061 relative_energy_kcal_mol=18.89 gap_ev=7.1 fmax_ev_per_a=1.9 total_energy_ha=-343.74108
C 0.625 -1.026 0.333 -0.30
C -0.620 -1.667 -0.264 -0.22
C -1.612 -0.592 -0.761 -0.31
N -1.965 0.408 0.226 -0.02
N 1.333 -0.060 -0.561 -0.08
C 1.660 1.192 0.285 -0.55
O 0.570 1.885 0.564 -0.32
H 0.369 -0.481 1.249 0.09
H 1.374 -1.808 0.508 0.09
H -1.053 -2.395 0.422 0.09
H -0.308 -2.183 -1.187 0.10
H -1.129 -0.007 -1.532 0.09
H -2.491 -1.129 -1.100 0.08
H -2.232 0.091 1.145 0.05
H -1.228 1.102 0.342 0.02
H 0.595 0.280 -1.169 0.04
H 2.191 0.742 1.149 0.07
H 2.460 1.660 -0.332 0.07



Entry 5:
94
Properties=species:S:1:pos:R:3:lowdin_charge:R:1 method="wB97M-V/def2-TZVPD" spin_multiplicity=1 total_charge=0 homo_ha=-0.2927 gap_ev=7.2 fmax_ev_per_a=5.5 total_energy_ha=-4216.61661
C 1.149 -0.579 3.815 -0.11
C 0.330 0.194 2.673 -0.23
C -0.247 -0.738 1.502 -0.13
C 0.357 -0.397 0.028 -0.39
C -0.566 0.900 -0.394 -0.11
C 0.086 1.861 -1.476 -0.20
C -0.819 3.205 -1.690 -0.16
C -1.051 4.008 -0.308 -0.15
C -0.077 5.098 0.210 -0.02
C -0.389 5.804 1.558 -0.06
C -1.645 5.364 2.354 -0.09
C -2.627 4.291 1.847 -0.08
C -2.344 3.622 0.499 -0.04
O 1.699 0.107 0.011 -0.34
S 2.940 -0.857 0.503 1.04
O 2.500 -2.056 1.339 -0.40
O 3.597 -1.656 -0.874 -0.38
C 2.633 -1.892 -1.903 -0.78
I 2.537 -0.185 -3.321 0.93
C 3.317 -3.073 -2.829 -0.29
N 4.807 -3.052 -2.622 -0.02
C 1.224 -2.489 -1.482 -0.16
C 0.042 -1.474 -1.111 -0.22
C -1.306 -2.329 -0.961 -0.16
C -2.372 -2.056 -2.169 -0.17
C -3.533 -1.026 -1.846 -0.23
C -4.036 -0.944 -0.337 -0.27
S -5.738 -0.268 -0.095 0.46
O -5.598 0.947 0.807 -0.41
O -6.472 0.039 -1.363 -0.36
Cl -6.739 -1.699 1.094 0.31
H 0.714 -1.628 3.915 0.08
H 2.237 -0.649 3.460 0.06
H 1.096 0.044 4.770 0.08
H -0.581 0.681 3.194 0.11
H 0.927 1.090 2.250 0.12
H -1.383 -0.530 1.428 0.10
H -0.169 -1.863 1.718 0.10
H -1.518 0.457 -0.836 0.10
H -0.853 1.431 0.573 0.11
H 0.035 1.307 -2.488 0.06
H 1.129 2.240 -1.255 0.06
H -1.805 2.920 -2.198 0.11
H -0.227 3.863 -2.427 0.11
H 0.867 5.373 -0.403 0.06
H 0.257 6.631 1.998 0.09
H -1.847 5.856 3.359 0.08
H -3.538 3.972 2.448 0.09
H -3.005 2.794 0.067 0.09
H 2.852 -4.095 -2.635 0.12
H 3.132 -2.843 -3.947 0.07
H 5.248 -2.320 -3.195 0.07
H 5.222 -3.972 -2.807 0.07
H 1.411 -3.274 -0.654 0.15
H 0.838 -3.113 -2.378 0.13
H -0.127 -0.847 -2.073 0.10
H -1.007 -3.430 -1.150 0.10
H -1.784 -2.350 0.064 0.07
H -1.754 -1.780 -3.106 0.12
H -2.865 -3.067 -2.441 0.12
H -3.218 0.010 -2.253 0.12
H -4.449 -1.316 -2.490 0.12
H -3.893 -1.976 0.143 0.09
H -3.309 -0.246 0.227 0.10
C 5.646 5.571 -1.804 -0.22
C 6.050 4.370 -0.948 -0.21
C 4.920 4.118 0.052 -0.21
S 3.422 4.713 -0.725 0.68
O 2.930 5.843 0.028 -0.32
O 2.582 3.588 -1.066 -0.33
C 4.200 5.321 -2.211 -0.23
H 6.294 5.684 -2.675 0.12
H 5.714 6.488 -1.210 0.12
H 6.176 3.491 -1.589 0.12
H 6.999 4.540 -0.434 0.12
H 4.812 3.057 0.279 0.11
H 5.068 4.682 0.975 0.11
H 3.689 6.219 -2.558 0.11
H 4.134 4.535 -2.968 0.11
C -4.096 -5.120 1.841 -0.22
C -3.507 -6.476 2.238 -0.21
C -1.993 -6.399 2.025 -0.22
S -1.546 -4.679 2.231 0.68
O -1.071 -4.171 0.962 -0.34
O -0.791 -4.526 3.453 -0.31
C -3.203 -4.075 2.497 -0.22
H -5.134 -5.020 2.163 0.12
H -4.066 -5.009 0.752 0.12
H -3.720 -6.671 3.294 0.12
H -3.945 -7.292 1.659 0.12
H -1.453 -7.003 2.754 0.11
H -1.716 -6.701 1.013 0.11
H -3.312 -3.082 2.061 0.09
H -3.373 -4.032 3.575 0.12



Entry 6:
15
Properties=species:S:1:pos:R:3:lowdin_charge:R:1 method="wB97M-V/def2-TZVPD" spin_multiplicity=1 total_charge=0 homo_ha=-0.3371 relative_energy_kcal_mol=80.49 gap_ev=7.6 fmax_ev_per_a=5.8 total_energy_ha=-1091.05048
C -2.721 -1.791 -0.373 -0.10
C -1.804 -0.597 0.069 -0.39
C -2.468 0.275 0.740 -0.04
C -0.307 -0.776 -0.263 -0.06
C 0.441 0.305 -0.156 -0.63
C 1.895 0.344 -0.130 -0.63
H -2.643 -2.865 0.298 0.14
H -3.757 -1.250 -0.404 0.09
H -2.195 -1.969 -1.346 0.06
H -1.920 1.143 1.053 -0.01
H -3.605 0.197 1.127 0.13
H 0.245 -1.714 -0.124 0.10
H 2.294 1.453 -0.039 0.08
S 2.814 -1.040 0.197 0.65
Cl -0.215 2.064 -0.179 0.60



Entry 7:
78
Properties=species:S:1:pos:R:3:lowdin_charge:R:1 method="wB97M-V/def2-TZVPD" spin_multiplicity=1 total_charge=+1 homo_ha="-0.4213 / -0.4215" relative_energy_kcal_mol=45.37 gap_ev="5.1 / 5.6" fmax_ev_per_a=3.0 total_energy_ha=-6442.91936
Pt -1.057 -1.029 -0.119 1.27
O -4.658 0.869 0.571 0.15
C -3.532 0.462 0.446 -0.56
O -3.173 -0.659 -0.096 -0.09
C -2.379 1.307 0.989 -0.15
C -2.606 2.408 1.795 0.06
C -1.511 3.081 2.310 0.03
C -0.229 2.636 2.012 0.06
C -0.079 1.530 1.196 -0.15
N -1.148 0.915 0.694 0.04
C 1.299 1.008 0.902 -0.51
O 2.267 1.666 1.175 0.12
O 1.355 -0.181 0.299 -0.25
H -3.627 2.694 2.006 0.14
H -1.651 3.937 2.957 0.13
H 0.655 3.108 2.412 0.14
C 1.919 2.248 -2.193 -0.14
C 0.512 1.736 -2.459 -0.32
Ge 0.180 -0.233 -2.112 0.96
C -1.111 -0.830 -3.569 -0.32
C -1.738 -2.195 -3.299 -0.18
C 1.933 -1.019 -2.525 -0.20
C 2.969 -1.456 -1.799 -0.27
Ge 2.951 -1.265 0.202 1.08
C 2.209 -2.974 0.913 -0.30
C 3.164 -4.165 0.863 -0.14
C 4.284 -0.386 1.407 -0.29
C 5.516 -1.219 1.741 -0.15
C 4.103 -2.225 -2.339 -0.24
C 4.189 -2.591 -3.689 -0.02
C 5.249 -3.345 -4.154 -0.06
C 6.245 -3.774 -3.284 -0.06
C 6.177 -3.426 -1.945 -0.06
C 5.121 -2.660 -1.486 -0.07
H 1.973 3.302 -2.470 0.08
H 2.659 1.710 -2.784 0.07
H 2.201 2.175 -1.145 0.05
H 0.260 1.817 -3.519 0.07
H -0.232 2.303 -1.895 0.06
H -0.530 -0.815 -4.493 0.07
H -1.873 -0.051 -3.611 0.07
H -0.987 -2.985 -3.260 0.07
H -2.447 -2.445 -4.090 0.08
H -2.289 -2.202 -2.357 0.03
H 2.006 -1.100 -3.611 0.07
H 1.313 -3.181 0.330 0.04
H 1.901 -2.753 1.935 0.07
H 3.484 -4.376 -0.157 0.06
H 2.664 -5.058 1.242 0.08
H 4.051 -4.006 1.477 0.06
H 3.689 -0.200 2.302 0.07
H 4.551 0.577 0.983 0.07
H 5.252 -2.201 2.136 0.06
H 6.094 -0.704 2.509 0.08
H 6.169 -1.350 0.879 0.06
H 3.425 -2.281 -4.388 0.10
H 5.303 -3.602 -5.204 0.11
H 7.066 -4.374 -3.652 0.11
H 6.944 -3.758 -1.258 0.11
H 5.079 -2.398 -0.433 0.05
O -4.119 -6.264 4.218 0.10
N -3.806 -5.231 4.772 -0.35
O -4.041 -4.938 5.925 0.11
C -3.075 -4.242 3.973 -0.11
C -2.604 -3.086 4.580 0.12
C -1.890 -2.174 3.841 -0.03
C -1.505 -2.424 2.479 -0.25
O -0.622 -1.705 1.892 -0.14
C -2.130 -3.574 1.885 -0.06
C -2.893 -4.460 2.631 0.11
N -2.034 -3.813 0.482 -0.28
O -2.776 -4.592 -0.037 0.19
O -1.132 -3.237 -0.192 -0.11
N -1.505 -0.932 4.509 -0.33
O -1.270 0.047 3.823 0.09
O -1.500 -0.933 5.721 0.11
H -2.812 -2.887 5.622 0.14
H -3.328 -5.331 2.160 0.15



Entry 8:
10
Properties=species:S:1:pos:R:3:lowdin_charge:R:1 method="wB97M-V/def2-TZVPD" spin_multiplicity=1 total_charge=0 homo_ha=-0.3180 relative_energy_kcal_mol=35.23 gap_ev=9.4 fmax_ev_per_a=1.6 total_energy_ha=-603.48976
C 0.069 -1.150 -0.617 -0.29
H -2.845 -0.314 0.085 0.07
H -1.504 0.702 0.121 0.01
H 0.564 -2.115 -0.797 0.11
H 1.901 -0.240 -0.675 0.03
H 1.289 0.302 1.807 -0.14
N -1.989 -0.039 -0.364 0.00
N -1.202 -1.190 -0.425 -0.07
N 0.951 -0.032 -0.492 -0.45
S 0.991 1.087 0.758 0.73



Entry 9:
20
Properties=species:S:1:pos:R:3:lowdin_charge:R:1 method="wB97M-V/def2-TZVPD" spin_multiplicity=1 total_charge=0 homo_ha=-0.3154 relative_energy_kcal_mol=23.38 gap_ev=9.5 fmax_ev_per_a=2.3 total_energy_ha=-651.20669
C -0.548 1.369 2.015 -0.12
N 0.802 1.332 1.440 -0.09
C 0.838 1.141 -0.025 -0.43
C -0.194 0.156 -0.606 -0.24
C 0.238 -1.301 -0.274 -0.60
S -0.845 -2.583 -0.948 0.68
C 0.810 2.441 -0.820 -0.08
H -1.102 0.436 2.031 0.07
H -1.035 2.184 1.479 0.08
H -0.417 1.769 3.028 0.08
H 1.594 0.862 1.814 0.09
H 1.872 0.777 -0.138 0.13
H -0.221 0.004 -1.693 0.10
H -1.192 0.423 -0.269 0.10
H 0.259 -1.519 0.798 0.06
H 1.246 -1.448 -0.662 0.07
H -1.945 -2.261 -0.219 -0.13
H 1.231 3.308 -0.303 0.08
H -0.188 2.854 -1.077 0.08
H 1.202 2.233 -1.820 0.08



Entry 10:
91
Properties=species:S:1:pos:R:3:lowdin_charge:R:1 method="wB97M-V/def2-TZVPD" spin_multiplicity=2 total_charge=+1 homo_ha="-0.4073 / -0.4073" gap_ev="8.1 / 2.6" fmax_ev_per_a=4.1 total_energy_ha=-1787.56559
C -2.222 2.917 4.044 -0.06
C -0.828 2.436 3.769 -0.44
C 0.207 3.468 4.082 -0.16
O 1.496 2.874 4.458 -0.23
C 2.271 3.723 5.371 -0.07
N -0.631 1.094 4.343 0.05
H -3.043 2.260 3.755 0.08
H -2.546 3.904 3.714 0.08
H -2.365 3.040 5.118 0.08
H -0.740 2.212 2.705 0.11
H -0.234 4.040 4.898 0.12
H 0.477 4.130 3.259 0.12
H 3.196 3.182 5.172 0.09
H 1.903 3.749 6.396 0.09
H 2.470 4.737 5.025 0.08
H 0.378 1.032 4.353 0.07
H -0.826 1.180 5.330 0.09
C -0.778 -5.331 -1.055 0.00
C -1.462 -4.665 -2.284 -0.29
C -0.631 -4.981 -3.551 -0.15
O -1.438 -4.471 -4.649 -0.20
C -0.841 -4.627 -5.985 -0.03
N -2.851 -5.176 -2.307 0.37
H -1.176 -6.277 -0.688 0.10
H -0.781 -4.536 -0.309 0.07
H 0.243 -5.608 -1.320 0.10
H -1.578 -3.602 -2.074 0.17
H -0.596 -6.070 -3.537 0.14
H 0.410 -4.670 -3.473 0.13
H 0.154 -4.181 -6.001 0.07
H -1.387 -4.416 -6.905 0.10
H -0.518 -5.667 -5.939 0.08
H -3.266 -4.845 -3.166 0.14
H -3.434 -4.786 -1.581 0.16
C -0.665 5.838 0.858 -0.07
C -0.438 5.063 -0.420 -0.39
C 0.299 3.752 -0.112 -0.17
O 1.625 4.185 0.307 -0.18
C 2.442 3.098 0.634 -0.11
N -1.814 4.869 -0.899 0.03
H 0.289 5.673 1.359 0.06
H -1.463 5.392 1.452 0.08
H -0.809 6.908 0.708 0.09
H 0.118 5.717 -1.092 0.15
H 0.242 3.166 -1.030 0.12
H -0.212 3.110 0.605 0.10
H 2.334 2.206 0.016 0.08
H 2.237 2.757 1.648 0.08
H 3.481 3.413 0.539 0.09
H -2.305 5.752 -0.897 0.10
H -2.254 4.224 -0.259 0.08
C -2.700 1.969 -2.977 -0.22
C -3.396 1.134 -1.880 -0.24
O -4.827 1.188 -1.843 -0.07
O -3.021 3.352 -2.879 -0.10
H -2.961 1.702 -4.001 0.12
H -1.639 1.970 -2.725 0.11
H -3.153 1.574 -0.913 0.10
H -3.035 0.107 -1.821 0.10
H -5.028 2.126 -1.888 0.08
H -2.330 3.840 -2.424 0.01
C 3.497 -2.400 3.353 -0.22
C 2.911 -3.615 4.052 -0.21
O 3.031 -4.779 3.168 -0.09
O 2.747 -2.058 2.168 -0.09
H 4.536 -2.572 3.071 0.13
H 3.285 -1.641 4.106 0.12
H 1.852 -3.475 4.267 0.11
H 3.471 -3.825 4.964 0.12
H 3.244 -4.394 2.315 0.05
H 1.948 -1.659 2.521 0.04
C -0.438 -1.447 -0.002 -0.23
C -0.673 -0.428 1.088 -0.25
O 0.217 -0.446 2.163 -0.06
O 0.834 -1.336 -0.602 -0.06
H -1.170 -1.456 -0.809 0.11
H -0.521 -2.400 0.521 0.11
H -1.692 -0.575 1.445 0.13
H -0.577 0.587 0.702 0.11
H -0.167 0.118 2.839 0.02
H 1.501 -1.699 -0.015 0.09
C 2.802 -2.455 -4.926 -0.29
C 2.336 -1.896 -3.603 -0.21
O 0.889 -1.957 -3.387 -0.11
O 2.447 -1.634 -5.963 -0.02
H 2.330 -3.430 -5.048 0.10
H 3.833 -2.747 -4.721 0.13
H 2.658 -0.881 -3.372 0.13
H 2.739 -2.514 -2.801 0.11
H 0.595 -1.493 -2.599 0.03
H 1.487 -1.647 -5.925 0.09



Entry 11:
27
Properties=species:S:1:pos:R:3:lowdin_charge:R:1 method="wB97M-V/def2-TZVPD" spin_multiplicity=1 total_charge=0 homo_ha=-0.3292 gap_ev=7.7 fmax_ev_per_a=2.1 total_energy_ha=-2135.73690
N -2.687 -0.777 0.702 0.00
C -1.716 -0.434 -0.366 -0.26
C -0.525 0.267 0.331 -0.19
C 0.825 -0.313 0.385 -0.26
C 1.048 -1.645 -0.332 -0.21
P 1.044 -1.513 -2.173 0.45
O 2.422 -1.244 -2.585 -0.28
O 0.476 -2.875 -2.849 -0.11
O 0.094 -0.324 -2.736 -0.13
C 1.828 0.332 1.061 -0.56
I 3.784 -0.469 1.217 0.96
C 1.606 1.598 1.698 -0.43
N 2.473 2.349 2.402 -0.23
S 1.609 3.650 2.831 1.02
N 0.131 3.368 2.220 -0.22
C 0.287 2.172 1.610 -0.39
C -0.778 1.490 0.923 -0.46
S -2.387 2.309 0.931 0.81
H -3.327 -1.493 0.364 0.07
H -2.122 -1.198 1.439 0.08
H -2.142 0.316 -1.057 0.10
H -1.408 -1.310 -0.957 0.08
H 0.288 -2.345 0.068 0.11
H 2.032 -2.068 -0.074 0.02
H -0.433 -3.016 -2.534 0.08
H 0.109 0.456 -2.161 0.08
H -2.530 2.717 -0.360 -0.11